# 1
DFT (ωB97M-V with the def2-TZVPD basis set) results for one molecule with the formula CH5PS.

Results
- HOMO-LUMO gap: 9.8 eV
- Lowest unoccupied orbital energy: 1.012 eV
- Relative energy (zero: lowest compared OMol25 entry of this formula, charge and spin): 14.7 kcal/mol
- HOMO energy: -0.3224 Ha
- Multiplicity: 1
- SMILES: CSP

XYZ file:
```
8
Properties=species:S:1:pos:R:3:lowdin_charge:R:1
C -1.0993 -0.5103 0.2256 -0.504
P 2.0079 0.4486 -0.0417 0.395
S 0.6154 -1.0942 0.0999 0.329
H -1.6262 -1.2732 0.7682 0.009
H 1.0511 1.2947 0.4850 -0.183
H -1.3384 0.4992 0.6973 0.054
H 1.9004 0.8465 -1.5043 -0.116
H -1.5109 -0.2112 -0.7300 0.017
```



# 2
DFT (ωB97M-V with the def2-TZVPD basis set) results for one molecule with the formula C3H5NO3.

Results
- HOMO-LUMO gap: 10.7 eV
- Lowest unoccupied orbital energy: 0.760 eV
- Relative energy (zero: lowest compared OMol25 entry of this formula, charge and spin): 23.3 kcal/mol
- HOMO energy: -0.3648 Ha
- Multiplicity: 1
- SMILES: NC(=O)COC=O

XYZ file:
```
12
Properties=species:S:1:pos:R:3:lowdin_charge:R:1
N 0.6573 0.8591 1.1155 0.180
C 0.8826 -0.3802 0.6947 -0.541
O 1.5994 -1.0656 1.3910 0.053
C 0.2100 -0.9210 -0.5366 -0.068
O -1.1856 -0.6511 -0.6332 0.023
C -1.4886 0.6084 -0.8900 -0.329
O -0.6909 1.4870 -1.1437 0.050
H 0.1013 1.4414 0.4801 0.073
H 1.0948 1.2966 1.9096 0.125
H 0.7317 -0.5664 -1.4285 0.144
H 0.2848 -1.9996 -0.4563 0.139
H -2.5635 0.7330 -1.0003 0.151
```



# 3
DFT (ωB97M-V with the def2-TZVPD basis set) results for a 2-piece molecular cluster, C10H12Br2O overall.

Results
- HOMO-LUMO gap (alpha / beta): 6.8 / 8.3 eV
- Lowest unoccupied orbital energy (alpha / beta): 0.376 / -0.767 eV
- HOMO energy (alpha / beta): -0.2359 / -0.3339 Ha
- Multiplicity: 3

XYZ file:
```
25
Properties=species:S:1:pos:R:3:lowdin_charge:R:1
C -1.0673 1.2299 -1.4994 -0.079
C -2.0011 0.0720 0.3588 -0.082
C -0.2104 0.1573 -1.6660 -0.108
C -1.1823 -0.9891 0.2375 -0.020
C -2.0526 1.1363 -0.5579 -0.243
C -0.1699 -0.9747 -0.8210 -0.243
C -2.9748 2.2733 -0.0902 -0.049
C 2.4100 -0.5839 1.9598 -0.245
C 0.8500 -1.9251 -0.9793 -0.165
C 2.6553 0.0025 0.6334 -1.081
O 0.9861 -2.8832 -0.0218 0.022
Br 1.9606 1.7315 0.0406 0.685
Br 4.4747 -0.3894 -0.0331 0.564
H -1.0319 2.0732 -2.0436 0.081
H -2.7579 0.0624 1.1344 0.111
H 0.4451 0.3256 -2.3958 0.061
H -1.0693 -1.8401 1.0014 0.137
H -2.5176 2.9318 0.6688 0.093
H -3.3026 2.9346 -0.8235 0.044
H -3.9369 1.9928 0.2301 0.056
H 3.1834 -0.1259 2.8083 0.147
H 1.4496 -0.3793 2.2018 0.022
H 2.7355 -1.5922 2.0200 0.049
H 1.5816 -1.7667 -1.8766 0.162
H 1.5429 -3.4737 -0.4864 0.081
```



# 4
DFT (ωB97M-V with the def2-TZVPD basis set) results for one molecule with the formula CH5N3O2.

Results
- HOMO-LUMO gap: 9.2 eV
- Lowest unoccupied orbital energy: 0.735 eV
- Relative energy (zero: lowest compared OMol25 entry of this formula, charge and spin): 73.2 kcal/mol
- HOMO energy: -0.3127 Ha
- Multiplicity: 1
- SMILES: N[C@@]1(O)NN1O

XYZ file:
```
11
Properties=species:S:1:pos:R:3:lowdin_charge:R:1
N 0.1382 -1.0649 -0.6260 0.070
C -0.4327 -0.0315 0.1177 -0.619
N -0.3671 1.2578 -0.3918 0.137
O -1.5534 -0.3806 0.8831 0.058
O 2.0338 0.0167 0.1341 -0.017
N 0.8355 -0.6474 0.3860 -0.152
H -2.3674 -0.2631 0.3681 0.111
H 2.6201 -0.3906 0.8012 0.105
H -0.3046 -1.9792 -0.5964 0.124
H 0.4460 1.5221 -0.9385 0.092
H -1.0486 1.9605 -0.1374 0.092
```



# 5
DFT (ωB97M-V with the def2-TZVPD basis set) results for C11H32OP2RuSi as an isolated structure.

Results
- Total charge: +2
- HOMO-LUMO gap (alpha / beta): 9.1 / 5.7 eV
- Lowest unoccupied orbital energy (alpha / beta): -6.349 / -10.770 eV
- HOMO energy (alpha / beta): -0.5664 / -0.6043 Ha
- Multiplicity: 5

XYZ file:
```
48
Properties=species:S:1:pos:R:3:lowdin_charge:R:1
Ru -0.1719 0.0630 0.4889 0.760
H 2.7000 -0.5067 -1.3745 0.043
H 2.4312 -1.2094 -1.3548 0.041
P 0.3936 2.1776 -0.2003 0.729
P -1.0226 -1.9517 -0.1989 0.723
C -0.8849 -2.9666 1.3311 -0.218
H -1.4153 -3.9193 1.2004 0.080
H 0.1787 -3.1611 1.5277 0.058
H -1.3086 -2.4205 2.1825 0.046
C -2.7683 -2.1452 -0.7286 -0.206
H -2.8841 -1.7172 -1.7342 0.072
H -3.0335 -3.2135 -0.7647 0.080
H -3.4567 -1.6301 -0.0540 0.043
C -0.1476 -3.0301 -1.3841 -0.227
H 0.8821 -3.1798 -1.0416 0.047
H -0.6555 -4.0027 -1.4611 0.080
H -0.1265 -2.5475 -2.3675 0.063
C -0.9491 3.3815 -0.5383 -0.205
H -0.5465 4.4000 -0.6456 0.084
H -1.4448 3.1044 -1.4781 0.071
H -1.6965 3.3810 0.2622 0.018
C 1.3413 2.8729 1.2202 -0.219
H 2.3036 2.3455 1.2755 0.060
H 1.5341 3.9469 1.0840 0.086
H 0.8085 2.7142 2.1642 0.022
C 1.5858 2.4573 -1.5536 -0.232
H 1.1739 2.0459 -2.4820 0.061
H 1.7994 3.5277 -1.6903 0.080
H 2.5177 1.9295 -1.3200 0.043
C 1.2587 -0.4619 1.5540 -0.282
O 2.1095 -0.7548 2.3079 0.164
H -0.1914 0.1359 -1.1296 0.033
C -1.9822 3.2070 2.8794 -0.171
Si -2.1813 1.3419 2.9525 0.450
C -0.9742 0.6544 4.2067 -0.177
C -3.9618 0.9057 3.4521 -0.157
C -2.0373 0.5428 1.2292 -0.346
H -2.1717 3.6144 3.8813 0.062
H -2.7098 3.6687 2.1993 0.044
H -0.9775 3.5265 2.5788 0.008
H -1.3062 0.9166 5.2233 0.059
H -0.9085 -0.4404 4.1430 0.032
H 0.0354 1.0634 4.0561 0.026
H -4.6731 1.3617 2.7474 0.047
H -4.1074 -0.1841 3.4280 0.041
H -4.1959 1.2654 4.4632 0.055
H -2.3697 1.2186 0.4165 0.030
H -2.7195 -0.3248 1.2105 -0.002
```



# 6
DFT (ωB97M-V with the def2-TZVPD basis set) results for C49H53N5O4S3Zn as an isolated structure.

Results
- HOMO-LUMO gap: 7.5 eV
- Lowest unoccupied orbital energy: 0.151 eV
- Relative energy (zero: lowest compared OMol25 entry of this formula, charge and spin): 81.8 kcal/mol
- HOMO energy: -0.2694 Ha
- Multiplicity: 1

XYZ file:
```
115
Properties=species:S:1:pos:R:3:lowdin_charge:R:1
Zn 0.6860 -0.0075 0.0714 0.496
C -3.6030 -3.2301 -1.1394 0.031
C -3.2386 -3.0448 0.3421 -0.569
C -4.1232 -3.9086 1.2443 0.026
O -1.8930 -3.3957 0.5613 -0.027
C -1.1282 -2.2079 0.4989 -0.180
C -2.1012 -1.2115 1.1738 -0.125
O -3.3593 -1.6788 0.6993 -0.027
C -2.0341 0.3490 0.9566 -0.393
O -0.7454 0.8205 0.7999 -0.379
C -2.8554 0.7795 -0.2621 -0.139
C -4.1440 1.1324 -0.2882 -0.012
C -4.7597 1.6271 -1.5043 -0.068
C -4.0721 1.8691 -2.6217 -0.072
C -2.6037 1.6293 -2.7118 -0.239
C -2.0083 0.9793 -1.4636 -0.420
C -2.6607 0.9678 2.2109 -0.131
C -2.0663 2.0598 2.8258 -0.009
C -2.6212 2.6134 3.9670 -0.084
C -3.7864 2.0943 4.5006 -0.104
C -4.3920 1.0114 3.8868 -0.079
C -3.8320 0.4491 2.7544 -0.046
C 0.2911 -2.4761 1.0971 -0.422
O 1.0250 -1.3135 1.2177 -0.276
C 1.0493 -3.4457 0.1766 -0.148
C 2.3804 -3.1493 -0.0952 -0.040
C 3.1606 -3.9681 -0.8886 -0.093
C 2.6247 -5.1260 -1.4243 -0.120
C 1.2966 -5.4285 -1.1767 -0.083
C 0.5105 -4.5934 -0.3978 -0.035
C 0.1292 -3.0468 2.5068 -0.112
C -0.0920 -2.1370 3.5362 -0.030
C -0.2502 -2.5646 4.8405 -0.078
C -0.1618 -3.9120 5.1451 -0.103
C 0.0697 -4.8225 4.1289 -0.085
C 0.2093 -4.3951 2.8176 -0.012
H -3.6054 -4.2896 -1.3813 0.086
H -2.8624 -2.7351 -1.7634 0.082
H -4.5807 -2.8019 -1.3376 0.089
H -3.9734 -4.9581 1.0055 0.086
H -5.1644 -3.6371 1.0956 0.088
H -3.8474 -3.7356 2.2817 0.092
H -1.0030 -1.9252 -0.5581 0.067
H -2.0439 -1.3961 2.2591 0.148
H -4.7706 1.0461 0.5873 0.106
H -5.8255 1.8166 -1.4802 0.101
H -4.5705 2.2301 -3.5116 0.098
H -2.3982 1.0277 -3.6061 0.140
H -1.4440 0.0707 -1.6748 0.016
H -1.1521 2.4570 2.4113 0.104
H -2.1446 3.4565 4.4451 0.097
H -4.2179 2.5177 5.3964 0.095
H -5.3080 0.5985 4.2888 0.101
H -4.2985 -0.4074 2.2921 0.113
H 2.7970 -2.2491 0.3297 0.109
H 4.1923 -3.7047 -1.0815 0.098
H 3.2360 -5.7892 -2.0232 0.097
H 0.8683 -6.3292 -1.5976 0.101
H -0.5280 -4.8378 -0.2417 0.112
H -0.1237 -1.0836 3.3022 0.113
H -0.4481 -1.8419 5.6198 0.100
H -0.2753 -4.2507 6.1662 0.096
H 0.1412 -5.8783 4.3526 0.098
H 0.3891 -5.1168 2.0364 0.105
N 2.2514 1.2076 0.0261 -0.343
S 1.7958 2.6322 0.5964 1.041
C 2.5051 2.8160 2.2514 -0.369
C 2.9625 4.0527 2.6818 -0.089
C 3.3763 4.2074 3.9940 -0.070
C 3.3035 3.1413 4.8755 -0.073
C 2.8395 1.9101 4.4392 -0.058
C 2.4329 1.7411 3.1243 -0.058
C 2.8990 3.7365 -0.3442 -0.371
C 2.2825 4.3974 -1.3966 -0.077
C 3.0456 5.1475 -2.2736 -0.062
C 4.4168 5.2330 -2.0967 -0.077
C 5.0288 4.5673 -1.0448 -0.073
C 4.2730 3.8048 -0.1673 -0.087
H 3.1714 0.9332 0.3503 0.042
H 2.9985 4.8887 1.9992 0.111
H 3.7475 5.1652 4.3280 0.108
H 3.5975 3.2753 5.9055 0.106
H 2.7834 1.0804 5.1263 0.111
H 2.0511 0.7893 2.7809 0.105
H 1.2149 4.3031 -1.5274 0.082
H 2.5674 5.6555 -3.0960 0.110
H 5.0150 5.8057 -2.7908 0.105
H 6.0991 4.6359 -0.9096 0.106
H 4.7507 3.2764 0.6464 0.116
C 1.5875 -3.3568 -4.4180 -0.048
N 2.3206 -2.1905 -4.0230 -0.155
C 3.7202 -2.0412 -4.3691 -0.112
C 4.1219 -0.7394 -3.6528 -0.126
N 3.0175 -0.5451 -2.7398 0.038
C 1.9827 -1.3473 -3.0338 -0.763
S 0.4837 -1.2365 -2.3346 0.848
H 1.4928 -3.3878 -5.5048 0.093
H 0.5992 -3.3079 -3.9686 0.059
H 2.0915 -4.2629 -4.0714 0.083
H 3.8407 -1.9769 -5.4550 0.125
H 4.2901 -2.9059 -4.0047 0.123
H 4.1957 0.0965 -4.3594 0.120
H 5.0693 -0.8335 -3.1199 0.117
H 2.9110 0.2356 -2.1100 0.103
C -2.7739 4.8952 -3.6671 -0.121
N -2.2399 4.1893 -2.5221 -0.092
C -1.6573 2.9046 -2.7225 -0.706
N -0.7117 2.9652 -3.8039 0.051
S -0.8356 2.3398 -1.1177 1.017
H -3.0836 5.8852 -3.3403 0.078
H -3.6378 4.3991 -4.1356 0.070
H -1.9725 5.0016 -4.3946 0.067
H -2.9071 4.1402 -1.7615 0.105
H -1.1875 2.9163 -4.6977 0.075
H -0.0654 2.1871 -3.7490 0.064
```



Maximum force readings, ordered: 2.68; 3.43; 5.12; 7.21; 8.38; 2.41 eV/Å